Density functional theory data (wB97M-V/def2-TZVPD) for a structure of composition C33H75N17NbO28S2.

The net charge is -1. As for the molar mass: 1315.094 g/mol. The value obtained for the total energy is -5192.00068 Ha. Its spin multiplicity is 1. For the LUMO energy, the calculation gives 0.83 eV. The HOMO energy is -4.5752 eV. The value obtained for the frontier orbital gap is 5.401 eV.

Each line ends with the Löwdin charge.
Element x y z (Å)
C (-0.469, 5.203, 4.399)  -0.08
C (-1.985, 5.067, 4.237)  -0.30
O (-2.419, 3.732, 4.276)  -0.27
C (-2.104, 3.014, 3.077)  -0.31
Nb (-2.811, 0.814, 3.032)  1.93
C (-0.675, 0.132, 3.166)  -0.30
C (-0.130, -0.678, 1.976)  -0.35
N (0.717, -1.814, 2.434)  0.02
C (-2.799, 0.778, 0.744)  -0.29
C (-1.708, 1.630, 0.046)  -0.33
C (-0.958, 0.845, -1.040)  -0.45
S (0.518, 1.684, -1.714)  0.88
C (1.332, 2.571, -0.421)  -1.05
S (1.248, 4.190, -0.438)  0.75
N (2.044, 1.903, 0.566)  -0.13
C (2.106, 2.272, 1.884)  -0.10
C (2.859, 1.365, 2.493)  -0.12
N (3.285, 0.424, 1.576)  0.08
C (2.780, 0.755, 0.450)  -0.20
C (-2.696, 0.976, 5.328)  -0.34
O (-2.960, -0.256, 5.991)  -0.30
C (-2.412, -0.290, 7.292)  -0.14
C (-3.676, -1.279, 3.220)  -0.24
C (-2.685, -2.381, 3.391)  -0.52
C (-2.475, -3.266, 2.171)  -0.06
N (-2.068, -2.651, 4.473)  0.13
N (-4.825, 1.579, 3.164)  -0.08
C (-5.043, 2.865, 2.611)  -0.55
C (-5.416, 3.918, 3.630)  0.00
O (-4.999, 3.159, 1.430)  0.05
C (-5.866, 0.674, 2.848)  -0.54
C (-6.260, 0.377, 1.416)  -0.01
O (-6.495, 0.128, 3.747)  0.03
H (0.011, 4.998, 3.442)  0.05
H (-0.164, 6.206, 4.680)  0.07
H (-0.091, 4.451, 5.083)  0.08
H (-2.458, 5.567, 5.079)  0.11
H (-2.268, 5.531, 3.288)  0.11
H (-2.395, 3.566, 2.172)  0.06
H (-1.012, 2.929, 3.032)  0.03
H (0.013, 0.960, 3.323)  0.02
H (-0.584, -0.480, 4.061)  0.04
H (0.452, -0.007, 1.343)  0.06
H (-0.904, -1.122, 1.356)  0.06
H (0.681, -2.512, 1.698)  0.01
H (1.676, -1.482, 2.432)  0.04
H (-3.745, 1.113, 0.329)  0.02
H (-2.701, -0.261, 0.411)  0.03
H (-2.201, 2.450, -0.468)  0.10
H (-0.955, 2.021, 0.733)  0.05
H (-0.740, -0.175, -0.744)  0.06
H (-1.609, 0.789, -1.905)  0.04
H (1.615, 3.120, 2.313)  0.11
H (3.086, 1.342, 3.538)  0.09
H (2.902, 0.210, -0.462)  0.11
H (-3.425, 1.735, 5.623)  0.04
H (-1.705, 1.382, 5.562)  0.05
H (-1.423, -0.749, 7.240)  0.08
H (-2.293, 0.718, 7.687)  0.07
H (-3.061, -0.845, 7.968)  0.07
H (-4.388, -1.364, 4.036)  0.05
H (-4.176, -1.475, 2.271)  0.03
H (-3.234, -4.043, 2.179)  0.06
H (-1.468, -3.663, 2.167)  0.07
H (-2.616, -2.708, 1.246)  0.06
H (-1.460, -3.450, 4.300)  0.04
H (-6.483, 3.895, 3.832)  0.08
H (-4.876, 3.743, 4.554)  0.07
H (-5.138, 4.888, 3.235)  0.08
H (-7.347, 0.380, 1.392)  0.08
H (-5.920, 1.107, 0.694)  0.06
H (-5.963, -0.631, 1.158)  0.08
C (2.455, -3.374, -1.991)  0.06
N (1.524, -3.942, -0.978)  -0.43
O (1.046, -3.181, -0.166)  0.07
O (1.312, -5.133, -1.038)  0.06
H (2.546, -2.309, -1.813)  0.09
H (3.410, -3.877, -1.871)  0.09
H (2.031, -3.573, -2.970)  0.10
C (4.954, 3.907, 5.477)  0.04
N (4.026, 2.774, 5.743)  -0.46
O (4.502, 1.740, 6.158)  0.07
O (2.853, 2.971, 5.516)  0.06
H (5.961, 3.591, 5.720)  0.09
H (4.864, 4.160, 4.425)  0.10
H (4.640, 4.737, 6.103)  0.10
C (-0.361, 5.178, -3.194)  0.00
N (-0.823, 5.779, -4.479)  -0.44
O (-0.132, 5.610, -5.467)  0.04
O (-1.863, 6.399, -4.462)  0.06
H (0.571, 4.662, -3.374)  0.04
H (-0.233, 5.983, -2.479)  0.08
H (-1.129, 4.484, -2.864)  0.10
C (-4.146, -5.338, 5.909)  0.04
N (-3.510, -5.791, 4.644)  -0.45
O (-4.162, -5.713, 3.626)  0.05
O (-2.370, -6.198, 4.716)  0.05
H (-5.151, -4.999, 5.686)  0.09
H (-4.156, -6.185, 6.588)  0.09
H (-3.537, -4.526, 6.299)  0.09
C (4.999, 4.530, -0.988)  0.04
N (6.087, 5.406, -0.473)  -0.46
O (5.783, 6.503, -0.057)  0.06
O (7.214, 4.958, -0.505)  0.05
H (4.056, 5.055, -0.898)  0.05
H (5.225, 4.309, -2.027)  0.10
H (4.997, 3.624, -0.389)  0.10
C (3.201, -8.874, -1.090)  0.05
N (3.993, -7.677, -1.480)  -0.44
O (3.546, -6.965, -2.354)  0.04
O (5.036, -7.491, -0.893)  0.07
H (2.303, -8.903, -1.695)  0.10
H (3.823, -9.747, -1.265)  0.10
H (2.960, -8.773, -0.036)  0.11
C (5.502, -6.458, -4.760)  0.04
N (5.770, -5.684, -6.003)  -0.45
O (5.118, -4.684, -6.201)  0.08
O (6.634, -6.111, -6.744)  0.05
H (4.716, -5.964, -4.204)  0.07
H (5.198, -7.457, -5.058)  0.10
H (6.425, -6.486, -4.188)  0.11
C (1.709, 2.747, -6.814)  0.05
N (1.136, 2.498, -5.465)  -0.42
O (1.659, 3.044, -4.524)  0.04
O (0.169, 1.762, -5.403)  0.04
H (2.558, 3.415, -6.708)  0.06
H (2.015, 1.787, -7.220)  0.10
H (0.925, 3.195, -7.418)  0.10
C (-8.532, -1.933, 4.236)  0.03
N (-9.480, -3.067, 4.432)  -0.46
O (-9.041, -4.110, 4.870)  0.05
O (-10.643, -2.874, 4.138)  0.05
H (-7.542, -2.248, 4.537)  0.09
H (-8.550, -1.667, 3.185)  0.09
H (-8.879, -1.107, 4.848)  0.10
C (6.084, 4.122, -8.322)  0.05
N (5.114, 3.566, -7.340)  -0.45
O (4.585, 4.339, -6.568)  0.07
O (4.918, 2.371, -7.381)  0.07
H (6.155, 5.192, -8.167)  0.09
H (7.039, 3.635, -8.147)  0.10
H (5.709, 3.893, -9.315)  0.10
C (-2.862, 0.288, -5.929)  0.05
N (-3.492, 0.008, -4.609)  -0.44
O (-3.009, 0.547, -3.638)  0.07
O (-4.445, -0.741, -4.602)  0.07
H (-2.030, 0.966, -5.776)  0.06
H (-2.526, -0.661, -6.335)  0.10
H (-3.623, 0.734, -6.563)  0.10
C (7.109, -5.514, -9.953)  0.03
N (7.369, -4.732, -11.194)  -0.46
O (6.715, -3.730, -11.380)  0.07
O (8.227, -5.157, -11.939)  0.05
H (6.327, -5.022, -9.388)  0.08
H (6.804, -6.511, -10.256)  0.10
H (8.033, -5.547, -9.386)  0.10